The following is a DFT calculation (ωB97M-V/def2-TZVPD) of a 14-piece molecular cluster, C63H155N20O14P3 overall.

Positions of all 255 atoms, in Å:
C  -4.26  -2.71  -1.67
O  -4.20  -3.67  -2.43
N  -3.75  -1.52  -1.86
C  -3.77  -0.69  -0.67
C  -3.15  -1.04  -3.11
H  -4.69  -2.74  -0.66
H  -4.60  -0.93  -0.01
H  -4.09  0.33  -0.93
H  -2.93  -0.74  0.02
H  -3.64  -0.16  -3.53
H  -2.12  -0.93  -2.77
H  -2.99  -1.90  -3.76
C  -4.18  3.71  4.06
O  -3.80  3.05  5.09
N  -5.01  3.32  3.04
C  -4.99  4.09  1.80
C  -5.86  2.12  3.18
H  -3.91  4.72  3.73
H  -4.01  4.54  1.62
H  -5.75  4.88  1.72
H  -5.12  3.39  0.98
H  -5.35  1.36  2.58
H  -5.98  1.74  4.19
H  -6.85  2.49  2.91
C  3.71  -3.14  -5.12
O  4.25  -2.15  -5.65
N  3.54  -4.29  -5.76
C  3.03  -5.42  -5.10
C  4.11  -4.48  -7.08
H  3.43  -3.15  -4.06
H  2.07  -5.72  -5.52
H  2.98  -5.26  -4.02
H  3.80  -6.18  -5.18
H  4.78  -3.72  -7.48
H  4.92  -5.19  -6.93
H  3.45  -4.95  -7.82
C  2.39  2.40  -6.48
O  3.29  2.87  -7.23
N  2.76  1.83  -5.30
C  4.11  1.47  -5.06
C  1.70  0.99  -4.53
H  1.33  2.63  -6.64
H  4.86  2.18  -5.43
H  4.47  0.57  -5.55
H  4.43  1.38  -4.02
H  2.15  0.06  -4.18
H  1.45  1.57  -3.64
H  0.76  0.89  -5.07
C  -0.05  -9.97  0.17
O  0.79  -9.83  -0.77
N  -0.34  -9.04  1.15
C  0.30  -7.74  1.17
C  -1.38  -9.31  2.12
H  -0.55  -10.93  0.39
H  0.60  -7.35  2.14
H  -0.34  -6.97  0.74
H  1.27  -7.72  0.68
H  -0.96  -9.92  2.92
H  -1.67  -8.34  2.54
H  -2.30  -9.74  1.73
C  2.05  5.01  -4.21
O  0.89  4.80  -3.92
N  2.49  5.77  -5.22
C  1.62  6.41  -6.16
C  3.92  5.69  -5.73
H  2.94  4.63  -3.68
H  1.70  5.98  -7.16
H  1.99  7.43  -6.13
H  0.55  6.40  -5.92
H  4.56  5.45  -4.89
H  3.93  4.92  -6.49
H  4.38  6.58  -6.18
C  -1.54  -4.69  -1.31
O  -2.02  -5.10  -0.25
N  -1.05  -5.51  -2.33
C  -0.75  -4.95  -3.64
C  -1.03  -7.02  -2.25
H  -1.47  -3.61  -1.52
H  -1.16  -3.95  -3.76
H  -1.14  -5.61  -4.42
H  0.32  -5.08  -3.79
H  -1.29  -7.28  -1.23
H  -1.91  -7.47  -2.71
H  -0.22  -7.52  -2.79
C  0.13  -1.26  0.12
O  0.67  -2.21  -0.41
N  -0.35  -0.19  -0.53
C  -0.73  0.96  0.36
C  0.18  0.28  -1.83
H  -0.13  -1.14  1.18
H  -1.29  0.53  1.19
H  -1.51  1.50  -0.16
H  0.10  1.63  0.58
H  0.38  -0.56  -2.49
H  -0.17  1.12  -2.42
H  1.18  0.57  -1.52
C  -0.90  -1.73  -6.12
O  -0.31  -1.60  -5.07
N  -0.24  -1.79  -7.22
C  -0.86  -2.17  -8.56
C  1.21  -1.71  -7.29
H  -1.98  -1.92  -6.21
H  -0.63  -1.34  -9.22
H  -1.89  -2.37  -8.86
H  -0.34  -3.04  -8.94
H  1.58  -1.28  -6.36
H  1.82  -2.59  -7.53
H  1.78  -1.10  -7.99
O  7.33  -5.73  -0.64
P  6.20  -4.97  0.00
N  5.95  -3.62  -1.04
C  5.93  -3.89  -2.48
C  5.23  -2.40  -0.68
N  6.24  -4.55  1.71
C  4.94  -4.43  2.43
C  7.19  -5.21  2.63
N  4.70  -5.88  -0.11
C  4.75  -7.36  0.28
C  3.33  -5.37  -0.33
H  5.87  -2.97  -3.05
H  5.12  -4.57  -2.74
H  6.83  -4.47  -2.71
H  4.26  -2.51  -1.17
H  5.68  -1.55  -1.20
H  5.11  -2.24  0.40
H  4.66  -5.45  2.70
H  4.95  -3.88  3.37
H  4.02  -4.04  2.01
H  7.90  -5.70  1.96
H  7.72  -4.39  3.13
H  6.84  -5.86  3.43
H  5.44  -7.90  -0.37
H  4.98  -7.31  1.34
H  3.82  -7.92  0.37
H  3.16  -4.33  -0.59
H  2.81  -5.70  0.57
H  2.81  -5.98  -1.07
O  -2.72  -4.22  6.65
P  -2.88  -3.40  5.40
N  -1.55  -3.57  4.31
C  -0.20  -3.40  4.93
C  -1.46  -4.68  3.37
N  -3.23  -1.70  5.50
C  -2.58  -0.80  4.52
C  -4.21  -1.23  6.42
N  -4.23  -3.84  4.42
C  -4.82  -5.19  4.65
C  -4.93  -3.00  3.43
H  -0.21  -2.54  5.59
H  0.61  -3.17  4.24
H  -0.05  -4.32  5.51
H  -2.04  -4.53  2.46
H  -1.96  -5.57  3.74
H  -0.44  -4.92  3.06
H  -2.32  -1.36  3.63
H  -3.34  -0.11  4.14
H  -1.59  -0.46  4.80
H  -4.05  -0.16  6.51
H  -5.22  -1.44  6.07
H  -4.10  -1.69  7.40
H  -4.21  -6.07  4.46
H  -5.22  -5.25  5.66
H  -5.65  -5.31  3.95
H  -4.40  -3.00  2.48
H  -5.08  -1.95  3.67
H  -5.78  -3.49  2.95
O  0.52  7.72  4.14
P  -0.93  7.24  4.18
N  -1.00  5.67  3.53
C  -0.51  4.50  4.32
C  -0.48  5.58  2.14
N  -2.09  8.15  3.27
C  -3.32  7.58  2.64
C  -1.86  9.66  3.36
N  -1.49  7.13  5.80
C  -2.71  6.48  6.21
C  -1.03  8.14  6.73
H  -1.20  4.36  5.16
H  0.52  4.67  4.64
H  -0.48  3.58  3.74
H  -0.27  6.53  1.63
H  -1.20  5.19  1.43
H  0.41  4.95  2.16
H  -3.74  8.36  2.01
H  -2.91  6.74  2.07
H  -3.99  7.27  3.44
H  -2.18  10.11  4.30
H  -0.80  9.90  3.27
H  -2.32  10.15  2.50
H  -3.54  7.12  5.89
H  -2.84  5.50  5.75
H  -2.74  6.18  7.26
H  -1.61  9.06  6.77
H  0.01  8.40  6.56
H  -1.05  7.71  7.74
C  2.28  -0.20  6.51
C  2.79  0.51  5.20
C  3.03  2.01  5.63
C  3.83  2.82  4.55
C  5.13  2.17  4.31
C  4.89  0.67  3.85
N  4.07  -0.04  4.78
O  4.01  -1.43  4.57
C  4.37  0.46  2.40
C  6.35  0.16  4.02
C  1.60  0.51  4.15
H  1.39  0.10  7.05
H  3.03  -0.12  7.30
H  2.13  -1.27  6.34
H  2.08  2.53  5.75
H  3.43  2.08  6.64
H  3.86  3.91  4.61
H  3.46  2.81  3.53
H  5.53  2.10  5.32
H  5.85  2.61  3.62
H  3.67  1.22  2.06
H  5.18  0.34  1.68
H  3.79  -0.43  2.17
H  7.20  0.76  3.69
H  6.65  -0.28  4.97
H  6.38  -0.72  3.37
H  1.40  -0.54  3.95
H  2.02  0.98  3.26
H  0.65  0.96  4.43
H  4.57  -1.69  5.31
C  -5.65  6.21  -3.27
C  -4.38  5.55  -2.59
C  -4.76  4.21  -1.80
C  -4.81  2.95  -2.70
C  -3.59  2.94  -3.66
C  -3.31  4.30  -4.45
N  -3.26  5.43  -3.51
O  -2.71  6.67  -3.99
C  -1.92  4.03  -5.07
C  -4.35  4.54  -5.59
C  -3.92  6.47  -1.42
H  -5.45  7.21  -3.65
H  -6.45  6.40  -2.56
H  -6.12  5.77  -4.14
H  -4.27  4.04  -0.84
H  -5.77  4.36  -1.43
H  -5.74  3.03  -3.27
H  -4.92  1.97  -2.24
H  -3.70  2.12  -4.36
H  -2.69  2.78  -3.06
H  -1.98  3.50  -6.02
H  -1.41  4.98  -5.27
H  -1.21  3.49  -4.45
H  -4.15  3.76  -6.33
H  -5.38  4.30  -5.35
H  -4.14  5.43  -6.19
H  -4.73  6.48  -0.70
H  -3.67  7.40  -1.92
H  -3.03  6.12  -0.89
H  -1.80  6.53  -3.69

Summary:
E	-5665.63375	Eh
highest occupied orbital energy	-0.2961	Ha
net charge	0
max |F|	0.12212	Eh/bohr
orbital gap	8.15	eV